The following is a quantum chemistry calculation of a 2-piece molecular cluster, C5H13NO overall, from OMol25.

Structure (XYZ):
```
20
Properties=species:S:1:pos:R:3:mulliken_charge:R:1
C -0.4473 -1.4736 -0.8942 -1.517
C -0.7075 -0.1915 -0.1067 1.630
C -1.2142 -0.5072 1.2981 -1.503
C -1.6929 0.7022 -0.8533 -1.515
H 0.0562 -1.2457 -1.8308 0.382
H -1.3837 -1.9765 -1.1232 0.405
H 0.1813 -2.1597 -0.3254 0.365
H 0.2313 0.3554 -0.0152 -0.416
H -1.4003 0.4100 1.8514 0.376
H -0.4859 -1.0994 1.8486 0.370
H -2.1438 -1.0700 1.2500 0.357
H -1.8327 1.6424 -0.3241 0.366
H -1.3174 0.9266 -1.8484 0.380
H -2.6606 0.2114 -0.9483 0.368
N 2.5210 0.8342 1.0166 -0.341
C 2.4279 0.9910 -0.3176 0.059
O 2.0447 1.9887 -0.8689 -0.546
H 2.8356 -0.0197 1.4383 0.217
H 2.2382 1.5925 1.6146 0.218
H 2.7501 0.0890 -0.8614 0.344
```

- HOMO energy: -10.195 eV
- SMILES string: CC(C)C.NC=O
- Energy above the lowest of the compared OMol25 structures with the same formula, charge and spin: 18.70 kJ/mol
- DFT total energy: -8933.81704 eV

---

The following is a quantum chemistry calculation of C45H30Cl3N12O2SeZr as an isolated structure in a non-equilibrium geometry, from OMol25.

Structure (XYZ):
```
94
Properties=species:S:1:pos:R:3:mulliken_charge:R:1
Zr 1.0247 -0.4816 1.4484 -0.282
C 0.1202 3.5159 3.6074 -1.193
C 0.1791 2.1428 3.3224 -0.196
N 1.0338 1.6380 2.4609 0.442
C 1.9307 2.4676 1.8612 0.553
C 1.8963 3.8616 2.0186 0.854
C 0.9530 4.3724 2.9364 -0.773
C 2.8004 4.6432 1.2584 -0.902
C 3.6637 4.0258 0.3952 -1.138
C 3.7191 2.6169 0.2763 -0.354
C 2.8888 1.8320 1.0343 -0.404
N 2.8614 0.4263 1.0903 1.277
C 4.0755 -0.2678 1.2601 0.345
C 5.3460 0.2388 1.3234 -0.877
C 6.4551 -0.6237 1.4809 -1.047
C 6.3039 -1.9720 1.6002 -1.054
C 5.0000 -2.5202 1.6125 1.169
C 4.7204 -3.8896 1.7925 -0.683
C 3.4242 -4.3237 1.8332 -0.923
C 2.3968 -3.3904 1.6942 -0.345
N 2.6171 -2.0987 1.5227 0.362
C 3.9070 -1.6578 1.4577 -0.141
H -0.5898 3.8790 4.3361 0.473
H -0.4985 1.4447 3.8027 0.517
H 0.9032 5.4402 3.1098 0.486
H 2.7919 5.7201 1.3591 0.465
H 4.3361 4.6244 -0.2044 0.413
H 4.4162 2.1576 -0.4118 0.800
H 5.5344 1.2979 1.2418 0.702
H 7.4461 -0.1909 1.4966 0.413
H 7.1582 -2.6271 1.7013 0.451
H 5.5415 -4.5884 1.8927 0.478
H 3.1785 -5.3685 1.9480 0.423
H 1.3626 -3.7156 1.7080 0.451
C -4.0288 2.5512 0.8432 -1.609
N -2.6713 2.0378 0.7069 0.816
C -2.1521 0.9085 1.1759 -0.661
N -0.9013 0.7847 0.7521 0.880
C -0.7202 1.9031 -0.0155 -1.048
N -1.7700 2.6775 -0.0657 -0.851
C -4.9604 2.0791 -0.2503 1.234
C -6.3323 2.1207 -0.0285 -0.942
C -7.2138 1.7695 -1.0402 -0.591
C -6.7378 1.3605 -2.2749 -0.985
C -5.3655 1.3007 -2.4907 0.000
C -4.4798 1.6658 -1.4816 -0.170
C -4.8454 0.8540 -3.7789 0.515
N -5.4649 0.7228 -4.8987 -0.506
N -4.5381 0.2435 -5.8062 -0.463
C -3.4221 0.1353 -5.1704 0.626
O -3.5367 0.5138 -3.8721 -0.234
C -2.1396 -0.3731 -5.6446 -0.062
C -1.9830 -0.7475 -6.9751 -0.979
C -0.7806 -1.2969 -7.3840 -0.639
C 0.2520 -1.4886 -6.4765 -0.946
C 0.1028 -1.1047 -5.1498 0.806
C 1.2446 -1.3061 -4.1829 -0.996
N 0.7876 -1.4257 -2.8070 1.310
C 1.1939 -0.7392 -1.7534 -1.955
N 0.5938 -1.2222 -0.6622 1.919
C -0.1646 -2.2574 -1.1544 -1.044
N -0.0812 -2.3928 -2.4410 -0.754
C -1.0937 -0.5370 -4.7427 -0.321
H -3.9410 3.6373 0.8277 0.329
H -4.4024 2.2530 1.8224 0.464
H -2.6825 0.2188 1.8110 0.604
H 0.1997 2.1405 -0.5278 0.693
H -6.7163 2.4355 0.9348 0.451
H -8.2794 1.8088 -0.8605 0.414
H -7.4100 1.0784 -3.0734 0.523
H -3.4177 1.6377 -1.6848 0.754
H -2.8071 -0.6182 -7.6630 0.532
H -0.6514 -1.5987 -8.4144 0.406
H 1.1773 -1.9488 -6.8015 0.473
H 1.9452 -0.4714 -4.2036 0.256
H 1.8122 -2.2054 -4.4210 0.545
H 1.9530 0.0254 -1.7916 0.822
H -0.7693 -2.9084 -0.5472 0.473
H -1.2429 -0.2523 -3.7098 0.737
Cl -3.1784 -3.3372 6.9997 -0.190
C -2.0123 -2.6284 5.9425 0.375
C -2.1775 -2.7462 4.5739 -0.974
C -1.2247 -2.1639 3.7612 1.261
Cl -1.3307 -2.2357 2.0212 -0.053
C -0.1126 -1.4807 4.2421 -1.367
O 0.7790 -0.9610 3.4140 0.175
C 0.0120 -1.3800 5.6334 0.626
Cl 1.3626 -0.5177 6.2696 -0.185
C -0.9250 -1.9466 6.4759 -0.598
H -3.0200 -3.2794 4.1574 0.527
H -0.8065 -1.8591 7.5464 0.470
Se 4.3632 -1.5362 -2.1442 -0.328
C 3.2747 -2.8561 -1.5863 0.282
N 2.5392 -3.6708 -1.2023 -0.607
```

- Total charge: +1
- HOMO energy: -9.103 eV
- Energy above the lowest of the compared OMol25 structures with the same formula, charge and spin: 144.60 kJ/mol
- DFT total energy: -173322.26733 eV